# 1
Density functional theory data (ωB97M-V with the def2-TZVPD basis set) for a cluster of 15 separate species, C45H105N15O15 in total at a distorted geometry.

Structure (ORCA input):
```
! wB97M-V def2-TZVPD RIJCOSX def2/J DEFGRID3
* xyz 0 1
H -9.56457 3.08532 -1.29037
H -2.42422 -3.79371 -0.08950
C -6.71804 3.66512 0.31097
C -0.25435 0.38494 4.39116
N 5.24963 -2.37873 5.06759
O -0.16884 0.76659 -1.14294
H -0.78952 2.43772 -0.35958
C -0.22834 -4.95647 5.49630
C 2.02216 4.96583 -1.95472
C 2.92696 5.21643 2.58950
H -0.72210 -0.26957 5.11611
O -1.57294 -3.47420 -4.85851
H -4.04573 -4.42816 0.05800
H 4.10480 1.20118 -4.66046
C -2.02688 -2.80242 2.56280
H 6.00975 -4.29775 5.00639
H 6.66831 -3.27124 6.29943
H 5.31414 -0.46904 2.40202
H 6.24968 0.48326 -1.90129
H -0.76199 -4.43648 -1.90741
C 1.37533 7.00115 -0.76605
C -0.53397 0.35816 -4.35191
H -4.11961 -2.47793 -6.34455
N 0.84427 1.12272 4.92482
H 1.40605 -1.06695 1.87757
H -7.99480 2.63653 -2.08992
H 1.18774 -5.96392 4.35720
C -2.18407 -0.32947 -0.67213
H 5.56255 3.12941 2.67077
H 1.14440 -2.01515 -7.26706
H 2.21968 4.47100 2.23578
N -0.44183 -1.26445 -6.15989
H -4.41132 1.96811 2.76242
H 2.27490 -4.43635 -3.26736
C 3.09957 0.98531 -4.29010
H -1.42062 -0.20404 -4.06648
C -0.34687 -5.88710 -5.61777
H -3.29756 5.95060 5.01767
C 1.34435 -3.95737 3.88426
H 3.04879 -5.13170 3.32671
C 5.27793 -2.18761 3.72212
H -3.86352 -3.43547 -4.55070
H 0.09067 -0.19018 3.52519
N -1.15584 3.34738 -0.04199
C 1.03527 2.44621 4.73563
C 4.76666 -0.86525 3.25060
H -0.10540 4.92808 0.98051
O 3.21041 5.31403 -2.10433
H 2.17442 -4.63973 -1.58390
H -1.65359 3.24118 -2.94326
H 0.76866 3.13774 -1.78806
H -5.55877 -1.78382 -6.96372
H 0.53399 7.67235 -0.91096
O 5.66141 -3.00782 2.93395
H 2.47191 5.62446 3.49126
C 4.22814 0.59550 -2.12454
C -4.94163 -3.50213 -2.75030
H -0.80659 -1.85324 -5.41351
H 4.14051 3.38768 0.35487
N -4.74382 -3.19229 -4.12578
H 2.13192 -4.50373 1.96217
H 1.48304 0.72060 5.58656
H 2.96805 2.59143 1.35798
C -0.82011 -3.58811 -2.60396
H 5.10155 -3.98540 6.42108
H -2.32354 4.90815 6.18493
H -1.19176 -6.52618 -5.88255
H 1.67672 -0.83029 0.11806
H -2.55936 -1.26853 -0.26746
H -1.05252 3.92545 1.96996
H -2.96278 -2.39351 2.18295
H -1.79476 -2.54930 3.58964
H -0.26332 -5.05587 -6.30060
C -8.53234 2.77219 -1.16510
C -5.20490 -2.63818 -6.39690
H 3.15546 -3.40065 2.94462
O -2.53391 -6.40602 1.80468
O 4.97329 5.20592 3.81632
H -2.88387 0.45115 -0.34794
H 4.73917 -0.13622 4.06452
H 5.06193 -1.93388 -0.31818
N -0.22442 -0.28289 0.82569
C -1.70854 4.16811 -0.96998
N -2.61108 4.11850 4.23913
H 4.83499 -1.64147 5.60598
H 0.21746 0.16481 -3.58355
H -6.64718 5.79053 0.70478
H 1.67941 0.55317 1.14010
H 1.61906 6.89787 0.28954
H -8.53617 4.57199 -0.09809
O -6.06757 2.62915 0.25713
H 0.10224 5.52856 -1.46949
O 4.69126 -5.22023 -3.00182
H -1.10343 -5.57841 5.31588
H 5.84151 0.06250 -3.54910
N 4.93800 -3.71315 -1.39680
H 3.11617 2.73234 4.73056
C -3.64829 2.69203 2.49469
N 3.13497 0.57219 -2.91950
O -4.76509 4.44702 3.66827
H -1.18663 -2.51903 1.92772
H 5.61319 1.77954 -3.03239
H 5.89101 -4.02984 -1.34124
H 2.55859 -2.99875 -2.20853
C -0.42025 3.89313 1.07645
C 5.59481 0.72961 -2.73077
H -3.76751 3.11134 1.50450
C -2.98621 -4.67844 0.20740
N 4.66459 3.47555 2.37240
C 4.28060 4.63792 2.98132
C -2.63981 -5.16220 1.59040
H -5.42802 -3.56163 -6.92598
H 2.50686 1.87119 -4.48772
H 2.22799 7.43898 -1.28925
H 1.14998 3.69858 -3.43417
H 0.52321 -6.54032 -5.58458
H -3.13427 4.13519 -2.51197
C 0.00864 -0.04419 -5.71158
H -1.65787 -2.96503 -2.30760
H -6.42577 4.81751 2.15914
C -2.50822 5.22968 5.16367
H -1.85932 -4.71404 3.40056
C -5.69046 -2.76066 -4.99210
H 2.78522 0.16465 -4.93106
H 0.19615 -5.24245 6.46433
H 3.40283 -2.65450 -0.38419
H -0.52173 -3.91480 5.60680
C 4.47474 -2.84345 -0.32690
H 0.12601 -3.05470 -2.53484
C 2.50333 -4.26368 2.95825
H 2.37969 2.94566 -2.29024
N 1.08925 5.75609 -1.38482
H 2.33244 0.68962 -2.30749
O 0.89537 -2.83491 4.02139
H -0.00662 -1.06585 -8.16395
O 0.79156 0.67245 -6.33477
H -0.15875 -5.90767 -3.46340
C 2.26679 3.01891 5.36261
H -8.61940 1.84002 -0.60488
O -1.70812 5.38171 -0.88152
C 4.20160 -4.34859 -2.32563
H -0.75152 -0.73475 1.55250
H -5.93525 -3.93418 -2.56185
H 4.49203 -3.37020 0.63617
N 0.81001 -5.04617 4.48846
O -6.83061 -2.57225 -4.65928
C 2.71979 -4.07030 -2.34341
H -0.39126 -2.74784 -7.64894
H -2.94173 2.59031 -1.85173
C -6.21703 4.86383 1.09134
N -0.52287 -5.38833 -4.23910
H -5.13512 4.92572 0.98377
H 0.40205 3.26733 1.42117
H -4.26292 -4.29515 -2.43473
H -1.57541 5.72120 4.84897
H -0.67514 1.43309 -4.40775
N -7.92793 3.80669 -0.31058
C -1.04958 -4.16779 -3.98216
C 1.52384 3.60664 -2.41561
H 3.10024 6.03115 1.89081
C -0.78307 0.07645 -0.34745
H 2.50936 2.53455 6.31405
H -2.89112 -5.49354 -0.50705
C -2.35135 3.46431 -2.14319
C 0.06951 -1.80550 -7.37256
C -3.71622 3.83850 3.50408
H 4.44928 1.78941 1.27332
H -0.96572 1.05369 3.91102
N -2.16549 -4.27364 2.55407
H 2.18502 4.08805 5.47855
O 0.28600 3.13521 4.07566
H -2.24314 -0.31753 -1.75883
O 4.09337 0.47867 -0.91843
C 1.21232 -0.42815 1.02144
H 3.73528 -0.98880 2.90058
C 5.77972 -3.49983 5.70655
H -1.80589 3.51868 4.11925
C 4.04243 2.79548 1.26283
H -2.66784 2.21673 2.57911
H -4.93652 -2.69025 -2.01320
*
```

Values from the calculation:
F_max in eV Å⁻¹: 3.32
HOMO-LUMO gap in Ha: 0.324
ΔE to the lowest compared entry with this formula, charge and spin in kJ/mol: 317.7
Molar mass in g/mol: 1096.4

Mulliken population analysis, charges in e, atoms 1 to 6: number 1, H, carries 0.33; number 2, H, carries -0.27; number 3, C, carries 0.67; number 4, C, carries 0.57; number 5, N, carries -0.13; number 6, O, carries -0.45

***

# 2
Density functional theory data (ωB97M-V with the def2-TZVPD basis set) for the ion C5H12N with charge +1 at a distorted geometry.

Structure (ORCA input):
```
! wB97M-V def2-TZVPD RIJCOSX def2/J DEFGRID3
* xyz 1 1
C 0.15629 0.24854 1.36038
H 0.46595 2.00760 0.19591
H -1.09869 1.28788 0.05405
H 0.39373 -1.66717 -3.22215
C -0.02606 1.04118 0.05932
N -0.46618 0.96286 2.52334
H -0.29522 1.96412 2.63375
H -0.26997 0.91173 -1.97315
C 0.30761 -1.96244 -2.18079
C 0.33124 0.33661 -1.25639
C -0.15673 -1.10356 -1.26568
H 1.20117 0.08436 1.62469
H 0.36322 -3.02449 -1.97908
H -1.07139 -1.11714 -0.67398
H 1.39505 0.43466 -1.44634
H -1.45989 0.71784 2.52901
H -0.14571 0.58130 3.42114
H -0.23704 -0.75663 1.22975
*
```

Values from the calculation:
F_max in eV Å⁻¹: 1.98
HOMO-LUMO gap in Ha: 0.298
ΔE to the lowest compared entry with this formula, charge and spin in kJ/mol: 270.2
Molar mass in g/mol: 86.2

natural (NBO) population analysis, charges in e, atoms 1 to 6: number 1, C, carries -0.24; number 2, H, carries 0.22; number 3, H, carries 0.20; number 4, H, carries 0.22; number 5, C, carries -0.40; number 6, N, carries -0.67

***

# 3
Density functional theory data (ωB97M-V with the def2-TZVPD basis set) for a structure of composition C13H23DyN7OS at a distorted geometry.

Structure (ORCA input):
```
! wB97M-V def2-TZVPD RIJCOSX def2/J DEFGRID3
* xyz 3 6
H -4.75493 -0.34797 2.91954
S 2.47323 -0.08325 -1.30382
C -2.34628 -1.91764 0.12695
H 1.28611 -4.39459 -3.46689
H -0.53834 1.71194 2.86759
N -0.81711 0.79869 2.51263
C -2.29523 0.65816 2.35648
H 3.18738 -4.17811 -5.07952
H -2.46378 -0.33823 1.95748
N 1.00653 3.59120 -1.30654
H 0.55419 5.38728 -2.34027
H 2.21824 5.22084 -1.77611
C 2.53373 -1.43650 -2.41520
H -0.48903 0.13710 3.21794
C 1.88676 3.43738 -0.15221
H -5.12720 0.63353 4.20252
O -0.32126 1.83583 -0.74437
H 1.89400 4.36353 0.42061
H 1.52349 2.63991 0.49089
H 4.65716 -2.13316 -4.87665
C 1.71024 -2.54813 -2.47879
C 2.99103 -3.42383 -4.33251
H 2.89687 3.21141 -0.49065
H -2.83261 0.06579 4.38504
H 0.89495 -2.66342 -1.77658
H -3.01791 1.79916 4.09033
C 1.38286 4.69380 -2.22554
C 3.80147 -2.32057 -4.24364
N 3.55085 -1.38198 -3.31026
H -0.72292 2.05327 -3.37187
H 4.17858 -0.58677 -3.25873
C 1.93650 -3.53039 -3.43144
N -5.08413 -1.47067 1.79649
N -4.57478 0.58383 3.34049
C -4.36520 -1.95590 1.03371
N -1.32659 -1.31829 0.25890
C -3.10521 0.81162 3.63855
C -0.85298 2.95283 -2.76671
N -3.46926 -2.41120 0.17222
H -0.62482 3.82089 -3.37189
H -1.89716 2.98640 -2.45661
C -0.00608 2.80554 -1.54992
H -2.62475 1.37504 1.60155
Dy 0.28244 0.07044 0.24939
H -4.95970 1.28361 2.70055
H 1.68836 4.29254 -3.18846
*
```

Values from the calculation:
⟨S²⟩: 9.341
F_max in eV Å⁻¹: 1.48
HOMO-LUMO gap (spin up / spin down) in Ha: 0.298 / 0.291
ΔE to the lowest compared entry with this formula, charge and spin in kJ/mol: 0.0
Molar mass in g/mol: 487.9

Mulliken population analysis, charges in e, atoms 1 to 6: number 1, H, carries 0.31; number 2, S, carries -0.38; number 3, C, carries 0.71; number 4, H, carries 0.43; number 5, H, carries 0.29; number 6, N, carries -0.56

***

# 4
Density functional theory data (ωB97M-V with the def2-TZVPD basis set) for the molecule C2HF5O at a distorted geometry.

Structure (ORCA input):
```
! wB97M-V def2-TZVPD RIJCOSX def2/J DEFGRID3
* xyz 0 1
F -0.02831 -2.08628 -0.20646
O 1.04788 0.80368 0.89456
F -1.08090 -0.78232 -1.58812
C -0.10360 -0.86422 -0.66037
F -1.04256 1.37443 0.09589
F 1.04451 -0.54681 -1.28935
C -0.27027 0.42259 0.61779
H 1.32230 1.67427 0.42594
F -0.88906 0.00465 1.71011
*
```

Values from the calculation:
F_max in eV Å⁻¹: 3.37
HOMO-LUMO gap in Ha: 0.457
ΔE to the lowest compared entry with this formula, charge and spin in kJ/mol: 46.9
Molar mass in g/mol: 136.0

natural (NBO) population analysis, charges in e, atoms 1 to 6: number 1, F, carries -0.30; number 2, O, carries -0.71; number 3, F, carries -0.32; number 4, C, carries 0.90; number 5, F, carries -0.32; number 6, F, carries -0.33

***

# 5
Density functional theory data (ωB97M-V with the def2-TZVPD basis set) for a structure of composition C22H15AuN3O6SSbSe4 at a distorted geometry.

Structure (ORCA input):
```
! wB97M-V def2-TZVPD RIJCOSX def2/J DEFGRID3
* xyz 0 1
Se -4.10610 -5.09070 -1.60940
C -2.11690 2.26740 0.05530
Se -4.80820 0.08780 -1.48880
C 4.16340 -1.29210 -0.14830
H -0.57610 -5.05170 0.28210
C 3.69270 2.15470 -1.22340
C -3.30880 2.64130 0.72260
C 5.59430 3.14550 -2.26360
C -3.74960 3.93540 0.74290
O -4.50930 6.54630 0.61990
O -2.59760 7.15540 -0.15070
H 5.57630 3.15710 -4.40160
Se -5.05230 -3.77100 2.26480
C 2.79860 -1.06070 -0.08770
N 2.20780 0.15270 -0.16230
H 5.71500 -2.74120 -0.30290
H -3.86300 1.85150 1.21220
N 0.60230 -1.92940 0.16290
C -1.40480 3.28410 -0.65000
H 0.19450 3.90750 -1.92830
C -0.23750 -2.92580 0.28270
H 4.84130 -0.45370 -0.15210
H 6.55240 3.63670 -2.19640
C 1.91610 -2.17430 -0.01570
O 0.12920 1.90640 -1.84000
O 3.79850 1.49180 1.32300
H -1.27190 -2.66590 0.46580
C 3.13420 1.86930 -2.45520
C 0.15720 -4.26640 0.19320
C 3.81710 2.23650 -3.60430
C 3.80600 -3.68460 -0.22630
C -2.98170 4.93730 0.13290
S 2.85100 1.60200 0.25500
H 1.83570 -5.56900 -0.09810
H 5.33080 2.97620 -0.13210
C 2.41820 -3.50080 -0.09680
O 1.65940 2.40300 0.48390
H 2.18320 1.36310 -2.49400
H -4.68150 4.20060 1.21880
Sb -4.28590 -3.36850 0.03740
Se -3.18300 -0.89710 -0.46580
O -1.77490 1.01470 0.09650
C -0.28520 3.00990 -1.50400
Au 0.19950 0.34370 -0.08870
C -1.83410 4.60950 -0.55360
H -1.28170 5.38850 -1.05610
C 1.48320 -4.55200 -0.00900
H 3.39410 2.02440 -4.57430
C 4.64670 -2.59910 -0.22760
H 4.19260 -4.68810 -0.29960
C 4.91560 2.78750 -1.10980
N -3.39480 6.31280 0.20530
C 5.04400 2.87330 -3.50500
*
```

Values from the calculation:
F_max in eV Å⁻¹: 1.51
HOMO-LUMO gap (spin up / spin down) in Ha: 0.114 / 0.114
ΔE to the lowest compared entry with this formula, charge and spin in kJ/mol: 352.5
Molar mass in g/mol: 1084.0

natural (NBO) population analysis, charges in e, atoms 1 to 6: number 1, Se, carries -0.48; number 2, C, carries 0.41; number 3, Se, carries -0.14; number 4, C, carries -0.27; number 5, H, carries 0.24; number 6, C, carries -0.26